Molecular formula: C18H14ClNO4S
Method: DFT, ωB97M-V with the def2-TZVPD basis set

relative energy (zero: lowest compared OMol25 entry of this formula, charge and spin)	1618.7	kJ/mol
total charge	0
Kohn-Sham gap	7.66	eV
F_max	18.512	eV/Å
lowest unoccupied orbital energy	-0.5	eV

CARTESIAN COORDINATES (ANGSTROEM)
C1 0.75 -1.85 -1.12
C2 1.95 -2.83 0.73
C3 -3.06 -0.78 0.36
H1 1.77 7.29 -0.85
C4 2.57 5.64 0.20
Cl1 2.65 -4.32 1.28
H2 1.32 -3.95 -0.97
C5 2.10 -1.72 1.14
C6 -1.96 -4.25 1.23
C7 -0.95 0.49 -0.49
C8 0.32 2.68 -1.31
C9 -2.58 -2.18 0.92
H3 1.71 0.37 1.24
C10 0.81 5.25 -1.26
H4 -0.38 -3.48 2.66
H5 0.00 0.52 -2.00
C11 1.16 3.83 -0.88
H6 -1.61 -1.07 -1.40
C12 1.59 6.17 -0.79
H7 -3.63 -3.89 -0.19
H8 -3.93 -1.03 -0.22
H9 -3.15 -0.07 1.31
H10 0.41 -2.13 -2.17
S1 2.30 4.00 0.31
C13 -2.74 -3.51 0.57
C14 -1.11 -3.41 2.03
C15 1.62 -0.61 0.73
O1 -1.59 -2.08 1.65
H11 2.70 -1.50 2.36
H12 -1.74 -5.39 1.49
C16 0.30 0.58 -1.20
H13 3.47 5.98 0.64
C17 1.18 -3.04 -0.56
O2 -1.29 1.25 0.64
O3 1.12 1.73 -0.82
O4 -0.62 2.81 -1.97
N1 -2.22 -0.35 -0.69
H14 0.01 5.56 -1.91
C18 0.73 -0.70 -0.68